An isolated molecule of C7H10N2S, computed with wB97M-V/def2-TZVPD.

Properties
Lowest unoccupied orbital energy ... -0.2 eV
ΔE to the lowest compared entry with this formula, charge and spin ... 66.7 kcal per mole
Orbital gap ... 0.320 Ha
E_HOMO ... -8.944 eV
Structure (SMILES) ... C[C@@H](S)C1=NC=CC=NC1
Multiplicity ... 1

Geometry as XYZ:
```
20
Properties=species:S:1:pos:R:3:forces:R:3:lowdin_charge:R:1
C -2.411650 1.084450 0.342754 -2.5 -0.3 2.6 -0.106
C -1.567116 1.110359 1.432454 -0.7 -1.2 0.1 -0.137
C -2.175271 0.480448 -0.890659 1.8 -0.2 -2.5 -0.179
C 0.165659 -0.163549 0.482979 1.1 2.5 1.8 -0.250
C -0.710543 -1.169086 -0.139366 -0.2 2.0 -0.6 -0.181
C 1.645893 -0.152095 0.214925 1.9 0.5 -2.0 -0.369
C 2.055282 -1.061431 -0.937007 -1.1 -1.5 -0.4 -0.169
N -0.283608 0.697232 1.346379 0.4 0.5 -0.3 0.108
N -1.233401 -0.391379 -1.219141 -1.9 1.4 -0.6 0.061
S 3.170925 1.405504 0.071465 -2.1 -1.9 -0.5 0.609
H -3.480392 1.372033 0.593409 1.5 0.3 -0.7 0.117
H -1.985342 1.457228 2.426228 1.0 -0.1 -1.3 0.128
H -2.695687 0.879882 -1.782408 0.1 -0.1 0.6 0.113
H -1.549629 -1.335294 0.506623 0.0 -1.3 0.8 0.129
H -0.099830 -1.866683 -0.630392 0.0 -1.9 0.2 0.079
H 2.178150 -0.522392 1.033900 0.2 -0.6 1.6 0.051
H 1.426841 -1.033121 -1.873383 0.7 0.5 1.0 0.100
H 1.917482 -2.094126 -0.529556 0.1 0.5 -0.4 0.090
H 3.099494 -1.020256 -1.193895 0.3 0.4 -0.1 0.048
H 2.532748 2.322270 0.744697 -0.5 0.8 0.6 -0.244
```
Forces are in eV/Å.